The following is a DFT calculation (ωB97M-V/def2-TZVPD) of 2 unconnected molecules or ions with the total composition C4H13N2O.

Relative energy (zero: lowest compared OMol25 entry of this formula, charge and spin)   49.58 kcal/mol
Total charge   +1
Spin multiplicity   1
E   -9379.434 eV
Highest occupied orbital energy   -13.720 eV
F_max   0.0532 Eh/bohr
Kohn-Sham gap   0.3954 Eh

XYZ file:
```
20
Properties=species:S:1:pos:R:3:forces:R:3
C -0.2568 2.2102 -0.9487 -2.42 -0.86 0.94
C 0.8056 1.3556 -0.2344 -0.37 -2.50 -0.16
C 0.2038 0.1501 0.6040 0.96 1.00 0.48
C 0.3533 -0.1145 1.9202 0.62 0.79 0.63
N -0.4229 -1.1997 2.4449 0.12 0.06 -0.09
N -0.6145 -0.8912 -0.0631 0.78 -0.56 1.61
H -1.1641 2.2116 -0.2412 1.28 0.83 -0.74
H -0.7673 1.7896 -1.8568 1.18 0.01 0.52
H 0.0867 3.2165 -1.1878 -0.08 -0.14 0.21
H 1.4845 0.8735 -0.9959 -0.25 0.76 0.89
H 1.3431 1.9136 0.5376 0.16 0.09 -0.52
H 1.0950 0.3805 2.6681 -1.47 -0.44 -1.83
H 0.0613 -1.6340 3.1858 1.08 -0.88 0.78
H -1.2668 -0.9437 2.9393 -0.48 0.63 -0.47
H -1.5782 -0.5843 -0.0877 -0.31 -0.23 -0.86
H -0.1725 -1.2566 -0.9121 -0.61 0.49 -1.10
H -0.5802 -1.7118 0.6202 -0.41 1.03 -0.25
H 1.1926 -2.0206 -2.5513 1.09 -0.40 -0.16
H -0.1142 -2.0611 -3.2935 -0.73 -0.53 -1.11
O 0.3116 -1.6837 -2.5475 -0.15 0.86 1.23
```
Forces are in eV/Å.

Charges computed using Mulliken, reported in e: atom 1 (C): -1.083, atom 2 (C): -0.315, atom 3 (C): -0.346, atom 4 (C): 0.056, atom 5 (N): -0.580, atom 6 (N): -0.104, atom 7 (H): 0.318, atom 8 (H): 0.272, atom 9 (H): 0.338, atom 10 (H): 0.253, atom 11 (H): 0.341, atom 12 (H): 0.310, atom 13 (H): 0.267, atom 14 (H): 0.220, atom 15 (H): 0.355, atom 16 (H): 0.236, atom 17 (H): 0.510, atom 18 (H): 0.308, atom 19 (H): 0.282, atom 20 (O): -0.637

The following is a DFT calculation (ωB97M-V/def2-TZVPD) of a molecular structure, C32H53BrCaCl6CsF8IN2O9P3S.

Total charge   -1
Spin multiplicity   1
E   -288147.651 eV
Highest occupied orbital energy   -3.779 eV
F_max   0.2551 Eh/bohr
Kohn-Sham gap   0.0370 Eh

XYZ file:
```
118
Properties=species:S:1:pos:R:3:forces:R:3
C 0.7992 -0.4331 5.5279 -1.13 0.07 0.35
C 0.4322 1.0755 5.2444 1.28 -1.29 0.69
P 1.2027 1.9765 3.7826 0.38 0.50 0.39
C 2.9036 1.1822 3.6498 -0.98 -0.20 0.76
C 0.4709 1.6207 2.0556 0.66 0.72 -1.96
C 0.3010 3.0781 1.4593 0.19 0.09 0.62
C 1.0906 3.3249 0.1659 0.13 -0.23 -0.65
F 0.6349 4.6137 -0.3382 -4.02 -9.43 7.11
O 1.6061 1.1441 1.2478 0.98 -0.39 -0.20
C 1.5233 -0.1870 0.9882 -3.25 1.97 3.72
O 2.1773 -0.8021 0.2642 2.43 -1.65 -2.37
C 0.3915 -0.6565 2.0024 0.57 -0.89 -2.51
P 0.0740 -2.4521 1.7809 -0.16 -1.53 1.40
O 1.4474 -3.1218 2.3923 -0.08 1.00 -0.52
O 0.1002 -2.9649 0.2823 0.37 0.79 0.22
S -1.3432 -3.1902 2.8786 -0.10 0.40 -0.15
C -0.5884 0.5120 1.7606 -1.39 0.92 1.72
C -1.8583 0.8001 2.5850 -0.27 -0.18 0.43
C -3.0002 -0.2416 2.5882 -0.22 0.21 -0.09
O -4.2201 0.3967 2.1772 0.43 -0.19 0.70
C -5.1536 0.5174 3.2138 -1.03 0.30 -0.68
C -5.9370 1.8050 2.9728 1.27 -0.06 0.39
F -6.5279 1.8421 1.8012 -0.63 -0.21 -0.82
F -5.1020 2.8433 3.0295 0.51 0.57 -0.07
F -6.8366 2.0015 3.9269 -0.81 -0.22 0.55
P -0.9862 0.6934 -0.1086 0.55 1.02 -1.81
O -1.9536 2.0090 -0.3021 1.39 -0.89 1.83
I -2.4327 -1.0955 -0.9037 -0.38 -0.25 0.31
H 0.7256 -0.7145 6.6332 -0.11 0.24 -0.99
H 0.0475 -1.0612 5.0375 0.12 -0.02 0.09
H 1.7810 -0.7855 5.1914 0.00 0.37 -0.02
H 0.8778 1.6463 6.1157 -2.96 1.08 -3.35
H -0.6278 1.2676 5.4092 0.05 -0.03 -0.36
H 3.3262 1.2975 4.6609 0.17 0.02 -0.26
H 2.8660 0.1113 3.4311 0.24 0.13 -0.16
H 3.5305 1.7213 2.9444 -0.13 -0.03 -0.02
H 0.7286 3.7854 2.1773 -0.13 -0.09 0.01
H -0.7480 3.3799 1.3985 0.09 -0.20 -0.45
H 0.9285 2.5970 -0.6633 -0.07 0.53 0.63
H 2.2021 3.4404 0.3286 -1.14 -0.18 0.04
H 0.9841 -0.6527 2.9253 -0.74 0.22 0.29
H 1.2727 -3.2279 3.3381 0.02 -0.29 -0.10
H 0.3072 -2.2581 -0.3540 -0.04 -0.20 -0.10
H -2.2955 1.7149 2.1595 0.11 -0.19 -0.13
H -1.6756 1.0656 3.6386 0.37 -0.13 -0.23
H -2.8688 -1.0967 1.9316 0.32 0.19 -0.03
H -3.1078 -0.6421 3.6026 -0.07 -0.04 -0.15
H -5.8945 -0.2941 3.1540 0.22 -0.07 0.38
H -4.7200 0.6206 4.2136 0.05 -0.23 -0.08
H -1.4974 2.4692 -1.0932 -0.92 -0.52 -0.21
Ca 2.0448 1.1649 7.2165 3.09 -0.86 3.21
N -2.8658 4.0697 4.5572 0.16 0.15 0.36
C -1.5968 4.3869 4.9817 0.05 -0.25 -0.13
C -1.6814 5.5351 5.7392 -0.02 -0.04 0.11
C -3.0377 5.9142 5.7785 0.13 -0.13 0.19
C -3.7528 4.9878 5.0405 -0.15 -0.25 -0.10
H -3.1099 3.2852 3.9808 -0.10 0.15 -0.10
H -0.7507 3.7758 4.7116 0.07 0.12 -0.09
H -0.8531 6.0392 6.2113 0.02 0.00 -0.05
H -3.4578 6.7657 6.2836 -0.06 0.03 -0.14
H -4.8042 4.9163 4.8242 0.02 0.19 -0.02
Br -0.7655 6.3841 -0.8662 -5.17 3.34 0.09
C -7.2744 -0.8749 -3.4852 -0.21 -0.23 -0.28
C -6.4131 -1.7944 -2.6476 0.15 0.80 0.03
O -6.8028 -3.1780 -2.8160 -0.08 -0.41 0.13
C -6.4248 -3.7680 -3.9432 0.13 0.76 0.35
O -5.7955 -3.2636 -4.8224 0.03 -0.33 -0.24
C -6.8909 -5.2299 -3.9470 -0.32 -0.85 -0.08
F -8.1903 -5.3404 -3.6160 0.22 0.18 -0.01
F -6.1889 -5.9619 -3.0621 -0.03 0.28 -0.08
F -6.7353 -5.7941 -5.1467 0.07 0.28 0.15
H -8.3307 -1.0299 -3.2556 0.03 0.08 0.14
H -7.0162 0.1660 -3.2954 0.03 -0.03 0.08
H -7.1469 -1.0712 -4.5494 0.12 0.05 0.02
H -6.5536 -1.5621 -1.5944 -0.02 -0.33 0.00
H -5.3530 -1.6663 -2.8680 -0.04 -0.21 -0.17
C 4.6412 0.2211 -3.3396 -0.37 0.06 -0.19
C 5.8186 -0.7362 -3.0770 -1.50 1.21 1.26
C 5.4832 -1.6394 -1.8786 -0.03 -0.78 -0.07
C 4.4074 -2.6989 -2.1355 -0.09 -0.04 0.07
C 4.3359 -3.1482 -3.6016 -0.28 0.42 0.27
C 5.6251 -2.9276 -4.4080 -1.97 -1.25 -0.33
N 5.9868 -1.5034 -4.3266 2.64 -0.80 1.16
O 7.0000 -1.2078 -4.9848 -0.11 0.47 -0.88
C 5.2887 -3.2679 -5.8647 0.23 0.25 -0.36
C 6.7188 -3.8837 -3.9273 0.67 0.32 0.22
C 7.0188 0.1094 -2.6636 0.57 -0.11 -0.68
H 4.8619 0.8970 -4.1677 0.10 -0.06 -0.02
H 4.4321 0.8326 -2.4636 0.06 -0.06 0.12
H 3.7248 -0.3146 -3.5913 0.01 -0.02 0.04
H 6.3952 -2.1446 -1.5485 0.09 0.11 -0.12
H 5.1762 -1.0230 -1.0319 0.02 0.22 -0.19
H 4.6010 -3.5587 -1.4912 0.03 0.05 0.02
H 3.4311 -2.3173 -1.8330 0.02 -0.01 -0.02
H 4.0434 -4.1977 -3.6444 0.18 -0.02 -0.15
H 3.5209 -2.6033 -4.0860 0.11 0.01 -0.13
H 4.5509 -2.5725 -6.2679 0.00 0.01 0.05
H 4.8703 -4.2721 -5.9328 0.02 0.02 0.17
H 6.1711 -3.2343 -6.5042 0.03 0.07 0.07
H 6.3767 -4.9139 -4.0295 -0.19 0.10 -0.06
H 6.9882 -3.7317 -2.8817 -0.07 0.04 -0.01
H 7.6275 -3.7821 -4.5224 -0.05 0.12 -0.04
H 6.7874 0.6744 -1.7611 -0.26 -0.16 0.00
H 7.2964 0.8352 -3.4261 -0.01 -0.07 -0.02
H 7.8898 -0.5129 -2.4467 0.00 -0.02 -0.09
Cl -1.2597 1.8385 -2.9354 0.62 0.17 -0.49
C 8.5890 2.0024 -6.0537 -0.03 -0.10 -0.02
Cl 9.2776 2.7893 -7.4792 0.00 -0.06 -0.01
Cl 8.2842 3.1635 -4.7530 -0.01 -0.03 0.02
H 7.6513 1.5337 -6.3302 -0.01 0.08 -0.01
H 9.2860 1.2533 -5.6960 0.04 0.08 0.01
C -8.9603 -3.2193 0.1440 0.00 0.04 0.01
Cl -8.8932 -4.0234 1.7155 0.03 -0.01 -0.04
Cl -10.5639 -3.3920 -0.5745 0.05 -0.02 -0.03
Cl -8.5256 -1.5162 0.2959 -0.04 -0.02 0.05
H -8.2416 -3.6955 -0.5128 -0.03 0.02 0.00
Cs 1.7661 5.7987 -1.4716 9.39 5.77 -7.12
F -5.0891 6.5566 3.7727 -0.09 -0.02 0.05
```
Forces are in eV/Å.

Atom charges from the Mulliken analysis, given in e for atoms 1 to 99: atom 1 (C): -1.244, atom 2 (C): -0.295, atom 3 (P): 0.234, atom 4 (C): -1.003, atom 5 (C): -0.512, atom 6 (C): -1.431, atom 7 (C): -0.108, atom 8 (F): -0.208, atom 9 (O): -0.165, atom 10 (C): 0.011, atom 11 (O): -0.652, atom 12 (C): 1.042, atom 13 (P): 1.122, atom 14 (O): -0.589, atom 15 (O): -0.546, atom 16 (S): -0.392, atom 17 (C): 2.953, atom 18 (C): -0.388, atom 19 (C): -1.434, atom 20 (O): -0.291, atom 21 (C): -0.599, atom 22 (C): 0.754, atom 23 (F): -0.221, atom 24 (F): -0.263, atom 25 (F): -0.310, atom 26 (P): -0.017, atom 27 (O): -0.349, atom 28 (I): -0.054, atom 29 (H): 0.546, atom 30 (H): 0.014, atom 31 (H): 0.374, atom 32 (H): 0.044, atom 33 (H): 0.538, atom 34 (H): 0.321, atom 35 (H): 0.162, atom 36 (H): 0.426, atom 37 (H): 0.797, atom 38 (H): 0.303, atom 39 (H): 0.258, atom 40 (H): 0.257, atom 41 (H): -1.432, atom 42 (H): 0.356, atom 43 (H): 0.320, atom 44 (H): 0.783, atom 45 (H): -0.810, atom 46 (H): 0.283, atom 47 (H): 0.420, atom 48 (H): 0.345, atom 49 (H): 0.323, atom 50 (H): 0.204, atom 51 (Ca): 0.150, atom 52 (N): 0.257, atom 53 (C): -0.641, atom 54 (C): -1.010, atom 55 (C): -0.575, atom 56 (C): -0.379, atom 57 (H): 0.345, atom 58 (H): 0.918, atom 59 (H): 0.419, atom 60 (H): 0.418, atom 61 (H): 0.426, atom 62 (Br): -0.863, atom 63 (C): -1.257, atom 64 (C): 0.019, atom 65 (O): -0.210, atom 66 (C): 0.300, atom 67 (O): -0.515, atom 68 (C): 0.872, atom 69 (F): -0.244, atom 70 (F): -0.251, atom 71 (F): -0.247, atom 72 (H): 0.288, atom 73 (H): 0.402, atom 74 (H): 0.367, atom 75 (H): 0.237, atom 76 (H): 0.214, atom 77 (C): -1.661, atom 78 (C): 1.493, atom 79 (C): -1.592, atom 80 (C): 0.006, atom 81 (C): -1.590, atom 82 (C): 1.519, atom 83 (N): 0.930, atom 84 (O): -0.613, atom 85 (C): -1.874, atom 86 (C): -1.611, atom 87 (C): -1.365, atom 88 (H): 0.381, atom 89 (H): 0.410, atom 90 (H): 0.385, atom 91 (H): 0.357, atom 92 (H): 0.689, atom 93 (H): 0.347, atom 94 (H): -0.079, atom 95 (H): 0.616, atom 96 (H): 0.364, atom 97 (H): 0.439, atom 98 (H): 0.405, atom 99 (H): 0.407

The following is a DFT calculation (ωB97M-V/def2-TZVPD) of a molecular structure, C26H27F4N5OTl.

Relative energy (zero: lowest compared OMol25 entry of this formula, charge and spin)   0.00 kcal/mol
Total charge   -1
Spin multiplicity   1
E   -52462.658 eV
Highest occupied orbital energy   -3.778 eV
F_max   0.0059 Eh/bohr
Kohn-Sham gap   0.2314 Eh

XYZ file:
```
64
Properties=species:S:1:pos:R:3:forces:R:3
Tl -1.4649 0.7676 0.1794 0.10 0.12 0.00
C 0.6710 4.2842 -2.7327 -0.04 -0.02 0.05
C 0.0989 3.1279 -1.9052 0.18 0.05 -0.12
N 0.2839 3.2278 -0.4668 0.01 -0.07 0.06
C -0.2682 4.4356 0.1140 -0.01 -0.03 0.07
C -0.4294 4.3338 1.6313 0.00 -0.02 -0.04
C 1.6238 2.8750 -0.0164 -0.03 0.09 0.00
C 1.8334 1.3678 0.0854 0.00 -0.17 -0.08
N 0.9461 0.7848 1.0710 -0.20 -0.10 0.16
C 1.3797 0.2445 2.2048 0.02 0.02 -0.02
C 0.4157 -0.0940 3.2102 0.02 0.03 -0.06
F -0.8865 0.1838 2.9506 0.02 0.07 0.04
C 0.7146 -0.6490 4.4230 0.06 -0.01 0.00
F -0.2973 -0.9001 5.2861 -0.03 0.00 0.01
C 2.0137 -0.9467 4.8070 -0.03 -0.01 0.06
C 2.9789 -0.6454 3.8681 0.01 0.01 0.01
F 4.2736 -0.9192 4.1580 -0.01 0.01 -0.01
C 2.7036 -0.0882 2.6391 -0.06 0.02 -0.07
F 3.7782 0.1013 1.8236 -0.03 0.04 -0.05
H 0.5571 4.0694 -3.7977 0.01 0.02 0.02
H 1.7342 4.4330 -2.5311 -0.01 0.01 -0.02
H 0.1506 5.2206 -2.5211 0.03 0.02 -0.03
H 0.5473 2.1870 -2.2300 -0.13 0.05 0.03
H -0.9740 3.0382 -2.1077 0.01 -0.02 0.00
H -1.2526 4.5817 -0.3416 0.00 0.00 -0.01
H 0.3297 5.3313 -0.1302 -0.04 0.03 -0.02
H -0.6680 3.3050 1.9086 -0.03 0.04 0.01
H -1.2343 4.9867 1.9749 0.03 0.02 0.00
H 0.4794 4.6216 2.1611 -0.01 -0.03 0.01
H 1.7803 3.2940 0.9786 0.00 0.04 -0.01
H 2.3995 3.3056 -0.6740 -0.01 0.01 0.02
H 2.8905 1.2070 0.2788 0.09 -0.06 0.03
H 1.6131 0.9156 -0.8884 0.06 0.04 0.03
H 2.2516 -1.3773 5.7670 0.00 0.00 -0.03
C -2.3337 -4.1902 -0.7331 0.06 0.05 0.06
C -2.2301 -2.8305 -0.0933 0.09 -0.05 -0.13
N -1.4154 -1.9208 -0.4949 0.04 0.09 -0.01
N -0.5506 -2.2603 -1.4845 0.12 -0.03 -0.21
C 0.0064 -1.2177 -2.0965 -0.18 -0.16 0.18
O -0.2645 0.0005 -1.9665 -0.05 -0.02 0.09
C 1.0808 -1.5902 -3.0866 0.01 0.02 -0.03
C 1.8101 -0.5712 -3.6912 0.00 -0.03 -0.02
C 2.8146 -0.8650 -4.6030 -0.01 -0.01 0.01
C 3.0979 -2.1861 -4.9223 -0.01 0.01 0.01
C 2.3732 -3.2086 -4.3222 -0.02 0.02 0.02
C 1.3724 -2.9133 -3.4079 0.03 -0.01 -0.02
C -3.1041 -2.5198 1.0599 -0.11 -0.01 0.07
C -4.0321 -3.4544 1.5316 -0.01 -0.04 -0.01
C -4.8236 -3.1369 2.6220 0.00 0.01 0.00
C -4.6795 -1.8990 3.2267 -0.01 -0.07 -0.03
C -3.7390 -1.0314 2.6894 0.00 0.07 0.01
N -2.9814 -1.3256 1.6455 0.01 0.00 -0.02
H -1.5712 -4.2685 -1.5008 0.00 -0.02 -0.01
H -3.3157 -4.3317 -1.1942 0.00 -0.01 0.04
H -2.1855 -4.9865 0.0010 -0.02 0.01 -0.01
H 1.5703 0.4503 -3.4255 0.01 -0.01 -0.04
H 3.3787 -0.0631 -5.0646 0.00 0.00 0.01
H 3.8834 -2.4190 -5.6315 -0.01 0.00 0.00
H 2.5923 -4.2411 -4.5670 0.00 0.00 0.01
H 0.8059 -3.6975 -2.9252 0.00 0.01 -0.01
H -4.1296 -4.4190 1.0540 0.00 0.02 -0.01
H -5.5461 -3.8530 2.9951 0.01 0.00 0.00
H -5.2715 -1.6150 4.0865 0.02 0.02 -0.01
H -3.5854 -0.0462 3.1214 0.02 -0.04 -0.01
```
Forces are in eV/Å.

Charges computed using Mulliken, reported in e: atom 1 (Tl): 0.905, atom 2 (C): -1.442, atom 3 (C): 0.122, atom 4 (N): 0.882, atom 5 (C): -0.749, atom 6 (C): -0.990, atom 7 (C): -1.064, atom 8 (C): -0.454, atom 9 (N): 0.197, atom 10 (C): -0.249, atom 11 (C): 0.359, atom 12 (F): -0.309, atom 13 (C): 0.231, atom 14 (F): -0.340, atom 15 (C): -0.707, atom 16 (C): 0.122, atom 17 (F): -0.346, atom 18 (C): 0.368, atom 19 (F): -0.364, atom 20 (H): 0.466, atom 21 (H): 0.279, atom 22 (H): 0.336, atom 23 (H): -0.450, atom 24 (H): 0.353, atom 25 (H): 0.433, atom 26 (H): 0.287, atom 27 (H): 0.043, atom 28 (H): 0.392, atom 29 (H): 0.349, atom 30 (H): 0.320, atom 31 (H): 0.255, atom 32 (H): 0.648, atom 33 (H): -0.369, atom 34 (H): 0.472, atom 35 (C): -1.255, atom 36 (C): 0.422, atom 37 (N): 0.340, atom 38 (N): -0.708, atom 39 (C): -0.044, atom 40 (O): -0.657, atom 41 (C): 0.444, atom 42 (C): 0.045, atom 43 (C): -0.799, atom 44 (C): -0.317, atom 45 (C): -0.671, atom 46 (C): -0.260, atom 47 (C): 0.451, atom 48 (C): -0.748, atom 49 (C): -0.404, atom 50 (C): -0.837, atom 51 (C): -0.167, atom 52 (N): 0.063, atom 53 (H): 0.226, atom 54 (H): 0.287, atom 55 (H): 0.319, atom 56 (H): 0.300, atom 57 (H): 0.380, atom 58 (H): 0.359, atom 59 (H): 0.371, atom 60 (H): 0.381, atom 61 (H): 0.322, atom 62 (H): 0.390, atom 63 (H): 0.380, atom 64 (H): 0.402